# 1
Below is a structure of composition C15H36BaBr4Cl2N2O8V2 at a distorted geometry, with properties calculated with ωB97M-V/def2-TZVPD.

Structure (XYZ):
```
70
Properties=species:S:1:pos:R:3:mulliken_charge:R:1
O -0.955 4.592 -0.461 -0.434
V -0.260 4.170 0.886 1.452
O 0.924 5.189 1.085 -0.574
O -2.460 -2.035 2.711 -0.633
V -0.937 -1.624 3.104 1.402
O 0.010 -2.924 3.335 -0.506
Ba 1.773 1.214 2.477 1.667
O 0.632 2.285 0.240 -0.769
C 0.251 1.150 -0.538 0.939
C -0.433 -0.108 0.157 0.980
O 0.107 -0.743 1.339 -0.166
H 1.090 0.705 -1.090 0.493
H -0.371 1.472 -1.380 -0.740
H -0.417 -0.855 -0.650 -0.500
H -1.524 -0.070 0.222 -1.160
Br 2.824 1.846 -4.810 -0.172
C 1.152 2.862 -4.560 -0.511
C 0.365 2.108 -3.486 -0.291
Br -1.418 2.806 -3.117 -0.131
H 0.611 3.031 -5.484 0.431
H 1.401 3.817 -4.101 0.379
H 0.871 2.085 -2.525 0.142
H 0.202 1.072 -3.778 0.401
Br -2.124 -0.955 -2.768 -0.148
C -1.983 -2.886 -2.349 -0.145
C -1.381 -3.578 -3.547 -0.568
Br -1.597 -5.483 -3.124 -0.133
H -3.014 -3.149 -2.146 0.496
H -1.309 -2.914 -1.500 -0.217
H -0.315 -3.383 -3.593 0.346
H -1.924 -3.414 -4.470 0.438
C -3.178 1.894 0.006 -0.859
C -3.740 1.227 1.277 0.885
C -5.133 1.838 1.630 -0.909
O -5.340 1.817 3.059 -0.407
C -5.188 0.531 3.623 -0.378
N -3.962 -0.192 0.900 -0.365
H -2.947 2.949 0.211 0.318
H -3.846 2.033 -0.844 0.344
H -2.248 1.385 -0.243 -0.320
H -3.030 1.404 2.086 0.023
H -5.903 1.285 1.092 0.372
H -5.182 2.900 1.395 0.371
H -4.155 0.174 3.545 -0.011
H -5.929 -0.181 3.259 0.296
H -5.316 0.611 4.706 0.300
H -3.237 -0.789 1.270 0.090
H -4.027 -0.294 -0.102 0.303
C 5.114 0.160 -0.814 -1.522
C 4.125 0.099 0.349 0.920
C 4.661 -0.642 1.557 -0.973
O 3.631 -0.860 2.540 -0.178
C 3.821 -1.905 3.484 -0.781
N 3.800 1.481 0.786 -0.529
H 4.664 0.590 -1.706 0.404
H 5.619 -0.761 -1.115 0.384
H 5.987 0.692 -0.423 0.444
H 3.219 -0.414 0.014 -0.206
H 5.522 -0.242 2.098 0.458
H 4.922 -1.646 1.207 0.434
H 4.848 -1.946 3.854 0.340
H 3.533 -2.852 3.029 0.207
H 3.209 -1.724 4.369 0.277
H 3.369 1.916 -0.031 0.216
H 4.653 2.038 0.833 0.273
C 1.515 -3.698 -0.826 0.051
Cl 0.162 -4.408 0.109 -0.131
Cl 2.984 -3.730 0.283 -0.190
H 1.794 -4.393 -1.607 0.448
H 1.416 -2.629 -0.942 -0.167
```

Its total charge is +2. As for the multiplicity: 1. For the maximum force, the calculation gives 4.931 eV/Å. Its LUMO energy is -8.780 eV. The value obtained for the gap between HOMO and LUMO is 4.727 eV.

---

# 2
Below is a structure of composition C15H36IrN6S5, with properties calculated with ωB97M-V/def2-TZVPD.

Structure (XYZ):
```
63
Properties=species:S:1:pos:R:3:nbo_charge:R:1
Ir -0.207 0.393 -1.113 0.733
C 0.044 2.585 -3.805 -0.445
C 0.968 1.348 -3.800 -0.220
N 0.312 0.182 -3.173 -0.617
C 1.022 -1.115 -3.339 -0.238
C 1.916 -1.360 -2.146 -0.243
N 1.115 -1.246 -0.894 -0.603
C 1.979 -1.135 0.314 -0.228
C 3.060 -0.043 0.298 -0.441
C 2.738 1.337 -0.289 -0.220
N 1.344 1.754 -0.120 -0.624
C 1.063 3.086 -0.677 -0.239
C -0.439 3.312 -0.780 -0.246
N -1.132 2.234 -1.546 -0.593
C -1.257 2.513 -3.003 -0.231
H -0.268 2.784 -4.831 0.253
H 0.610 3.468 -3.509 0.228
H 1.886 1.546 -3.248 0.199
H 1.253 1.096 -4.823 0.218
H -0.586 0.070 -3.640 0.402
H 1.597 -1.134 -4.268 0.231
H 0.260 -1.895 -3.398 0.223
H 2.700 -0.606 -2.111 0.213
H 2.399 -2.337 -2.210 0.232
H 0.581 -2.110 -0.809 0.399
H 2.485 -2.090 0.481 0.217
H 1.308 -0.967 1.154 0.218
H 3.954 -0.402 -0.214 0.236
H 3.360 0.067 1.342 0.242
H 2.934 1.345 -1.363 0.190
H 3.422 2.071 0.151 0.217
H 1.097 1.753 0.867 0.395
H 1.537 3.140 -1.656 0.205
H 1.501 3.881 -0.065 0.225
H -0.638 4.284 -1.238 0.227
H -0.872 3.319 0.221 0.232
H -2.090 2.209 -1.199 0.416
H -1.772 3.469 -3.128 0.227
H -1.921 1.747 -3.405 0.214
S -4.719 0.642 -1.982 0.071
S -3.537 -0.559 -2.837 -0.043
S -2.166 -3.329 -0.770 -0.029
S -1.428 -4.130 -2.317 0.058
C 0.468 -3.254 3.488 -0.619
C -0.907 -2.940 2.925 -0.229
N -0.900 -1.765 2.038 -0.589
C -1.358 -0.531 2.219 0.394
S -1.599 0.505 0.833 -0.284
N -1.694 0.007 3.382 -0.551
C -1.571 -0.476 4.765 -0.226
C -2.891 -0.966 5.337 -0.621
H 0.416 -4.129 4.133 0.247
H 0.862 -2.422 4.072 0.211
H 1.176 -3.473 2.688 0.211
H -1.646 -2.799 3.708 0.217
H -1.265 -3.772 2.317 0.223
H -0.783 -1.982 1.059 0.413
H -2.044 0.950 3.292 0.426
H -1.201 0.370 5.345 0.226
H -0.798 -1.237 4.810 0.208
H -3.645 -0.182 5.296 0.227
H -2.757 -1.251 6.379 0.243
H -3.273 -1.829 4.790 0.211
```

Its total charge is +2. As for the expectation value of S²: 8.771. As for the multiplicity: 6. For the maximum force, the calculation gives 0.194 eV/Å. Its LUMO energy (alpha / beta) is -4.506 / -7.066 eV. The value obtained for the gap between HOMO and LUMO (alpha / beta) is 8.484 / 6.649 eV.

---

# 3
Below is a structure of composition C15H36N3O5P2PdS3 at a distorted geometry, with properties calculated with ωB97M-V/def2-TZVPD.

Structure (XYZ):
```
65
Properties=species:S:1:pos:R:3:nbo_charge:R:1
Pd -1.151 0.094 0.267 1.080
S 3.201 1.332 -0.172 0.185
C 1.639 0.993 0.062 -0.665
S 0.895 0.639 1.530 0.284
S 0.581 1.017 -1.250 0.302
C -1.806 -2.002 3.393 -0.627
C -3.020 -1.275 2.843 0.284
C -3.673 -2.077 1.723 -0.655
C -4.029 -0.942 3.931 -0.644
O -2.468 -0.016 2.309 -0.865
P -3.276 1.055 1.382 2.515
O -4.547 1.549 1.884 -1.049
O -3.202 0.465 -0.044 -1.117
O -1.953 2.029 1.403 -0.813
C -1.967 3.499 1.167 0.298
C -2.928 4.161 2.144 -0.648
C -0.548 3.962 1.435 -0.628
C -2.370 3.750 -0.277 -0.645
H -2.083 -2.988 3.761 0.227
H -1.367 -1.429 4.211 0.228
H -1.055 -2.110 2.606 0.205
H -4.019 -3.036 2.106 0.227
H -2.957 -2.251 0.916 0.206
H -4.530 -1.537 1.316 0.236
H -4.462 -1.863 4.321 0.225
H -4.819 -0.311 3.526 0.246
H -3.544 -0.401 4.744 0.223
H -2.641 3.940 3.173 0.225
H -3.948 3.815 1.993 0.253
H -2.886 5.238 1.984 0.233
H -0.276 3.783 2.475 0.226
H -0.473 5.030 1.233 0.235
H 0.161 3.437 0.793 0.206
H -3.366 3.343 -0.464 0.231
H -1.664 3.265 -0.955 0.210
H -2.386 4.818 -0.487 0.237
C 2.087 -2.893 -1.441 -0.403
N 0.777 -3.518 -1.615 -0.815
C 0.789 -4.888 -2.114 -0.403
P -0.613 -2.739 -1.294 2.474
O -0.273 -1.696 -0.221 -1.049
N -1.250 -2.150 -2.703 -0.809
C -2.377 -1.220 -2.586 -0.423
C -0.332 -1.798 -3.791 -0.404
N -1.738 -3.793 -0.756 -0.821
C -2.824 -4.377 -1.533 -0.406
C -1.429 -4.476 0.503 -0.415
H 2.620 -2.845 -2.394 0.201
H 2.691 -3.469 -0.737 0.209
H 1.970 -1.885 -1.051 0.224
H 1.291 -4.936 -3.084 0.208
H -0.227 -5.257 -2.234 0.216
H 1.323 -5.541 -1.420 0.209
H -3.103 -1.571 -1.854 0.229
H -2.871 -1.134 -3.555 0.224
H -2.062 -0.211 -2.302 0.186
H 0.461 -2.536 -3.870 0.217
H 0.118 -0.809 -3.652 0.189
H -0.893 -1.792 -4.726 0.218
H -2.883 -3.907 -2.509 0.231
H -3.773 -4.232 -1.013 0.208
H -2.669 -5.451 -1.669 0.200
H -0.644 -3.940 1.032 0.222
H -1.094 -5.502 0.323 0.202
H -2.313 -4.509 1.141 0.213
```

Its total charge is +1. As for the multiplicity: 1. For the maximum force, the calculation gives 3.510 eV/Å. Its LUMO energy (alpha / beta) is -6.561 / -6.576 eV. The value obtained for the gap between HOMO and LUMO (alpha / beta) is 5.693 / 5.655 eV.

---

# 4
Below is a cluster of 9 separate species, C15H36O15 in total at a distorted geometry, with properties calculated with ωB97M-V/def2-TZVPD.

Structure (XYZ):
```
66
Properties=species:S:1:pos:R:3:nbo_charge:R:1
O 9.071 8.489 16.014 -0.575
C 9.979 8.685 15.230 0.961
O 10.016 9.557 14.178 -0.484
C 11.350 9.358 13.601 -0.111
C 11.978 8.097 14.275 -0.099
O 11.215 8.049 15.472 -0.501
H 11.119 9.299 12.538 0.214
H 12.015 10.162 13.921 0.203
H 13.008 8.357 14.544 0.201
H 11.930 7.197 13.610 0.186
O 4.747 10.628 10.643 -0.567
C 5.090 11.211 9.625 0.951
O 5.905 12.346 9.674 -0.488
C 6.197 12.629 8.284 -0.116
C 5.052 12.065 7.550 -0.103
O 4.649 10.973 8.362 -0.474
H 6.267 13.687 8.192 0.201
H 7.229 12.301 8.039 0.194
H 5.331 11.852 6.535 0.210
H 4.220 12.792 7.519 0.188
O 14.151 11.147 12.456 -0.600
C 13.668 11.760 11.551 0.971
O 13.597 13.084 11.556 -0.483
C 13.083 13.548 10.282 -0.106
C 12.648 12.191 9.588 -0.115
O 13.406 11.269 10.327 -0.500
H 12.197 14.225 10.365 0.221
H 13.961 13.976 9.780 0.187
H 12.865 12.015 8.544 0.190
H 11.559 11.973 9.671 0.226
C 7.165 8.184 11.837 -0.261
O 6.455 8.075 10.551 -0.744
H 8.004 8.838 11.913 0.179
H 6.408 8.467 12.570 0.188
H 7.480 7.186 12.104 0.177
H 6.474 8.967 10.228 0.465
C 10.707 5.956 11.249 -0.241
O 11.121 7.248 11.201 -0.731
H 10.203 5.612 10.310 0.157
H 11.504 5.254 11.439 0.166
H 9.946 5.954 12.042 0.182
H 11.979 7.335 10.782 0.473
C 7.052 5.751 8.380 -0.257
O 5.789 6.279 8.015 -0.739
H 7.795 5.869 7.560 0.149
H 7.398 6.306 9.278 0.191
H 6.903 4.655 8.542 0.169
H 5.613 7.022 8.602 0.482
C 9.455 12.431 5.320 -0.245
O 8.825 11.381 6.022 -0.746
H 9.000 12.643 4.392 0.175
H 9.335 13.288 5.986 0.186
H 10.493 12.245 5.141 0.173
H 8.768 10.606 5.424 0.486
C 9.862 9.701 8.888 -0.267
O 9.658 11.122 8.628 -0.791
H 9.952 9.548 9.958 0.199
H 8.938 9.170 8.596 0.178
H 10.780 9.299 8.444 0.174
H 9.300 11.172 7.721 0.501
C 8.716 13.888 10.843 -0.246
O 9.767 13.055 10.427 -0.759
H 8.225 14.251 9.920 0.147
H 8.033 13.323 11.495 0.176
H 9.175 14.671 11.448 0.179
H 9.327 12.438 9.838 0.492
```

As for the multiplicity: 1. For the maximum force, the calculation gives 3.066 eV/Å. Its LUMO energy is -0.213 eV. The SMILES is O=C1OCCO1.O=C1OCCO1.O=C1OCCO1.CO.CO.CO.CO.CO.CO. The value obtained for the gap between HOMO and LUMO is 9.662 eV.

---

> What is the maximum force in the first record?

4.931 eV/Å

---

> maximum force of number 3 (C15H36N3O5P2PdS3)?

3.510 eV/Å

---

> The lowest maximum force belongs to which entry?

C15H36IrN6S5